81
Properties=species:S:1:pos:R:3:lowdin_charge:R:1 method="wB97M-V/def2-TZVPD" homo_lumo_gap_ha=0.051 charge=+3 largest_force_ev_per_a=3.87 lumo_ev=-13.9 homo_ha=-0.562
C 2.72756 2.52821 -2.75100 -0.187
Cl -2.15890 -7.16399 2.49790 0.532
F 3.24984 1.03930 1.92826 0.069
C 3.97629 2.27493 2.02527 -0.203
F 4.57028 1.92333 5.82577 0.142
C -2.91848 2.82723 4.15595 -0.412
C 0.02617 0.08749 -1.98633 -0.231
Ca -5.28382 2.27112 -3.34290 1.475
P -2.51750 -1.08313 0.03506 0.746
C -2.36198 2.66383 2.80638 -0.410
F 3.82422 0.14237 4.63163 -0.023
H 0.77417 -0.75214 -2.15172 0.050
C 1.20844 -5.34978 -0.77766 -0.119
Si -1.09822 -3.09629 -3.13130 0.154
C -2.73494 2.28402 -1.48508 -0.680
C 1.73029 1.51098 -3.52793 -0.283
F 5.97019 3.25685 1.12183 0.114
F 3.07543 3.33229 2.15310 0.140
H -1.78237 -3.86876 -0.85940 0.045
H -1.59323 3.88768 -2.74962 0.106
C 4.34021 2.90806 -0.61330 -0.197
F 3.80836 2.74470 -3.65270 -0.075
H -0.45327 1.37070 -3.83370 0.130
C 3.88831 1.58400 4.63741 -0.346
F 5.48154 3.01359 -1.45988 0.044
Cl 5.17256 4.53734 -3.87304 0.657
H 0.01018 -5.46629 -2.65797 0.070
H -3.13897 4.46707 -1.79167 0.078
H -3.36943 3.47584 -3.32324 0.012
I -4.64924 2.48668 -0.38321 1.096
F 1.55746 2.11752 -4.81799 0.056
H -1.81189 -4.17973 -3.84334 0.005
C -2.87978 1.03673 -2.51426 -0.413
H -3.98490 0.66358 -2.52602 -0.012
O -2.13689 -1.70475 -3.21369 -0.413
H 0.20148 0.45089 -0.90337 0.083
C 3.14491 2.08266 -1.27502 -0.179
H -4.31391 -7.48718 0.57846 0.070
H -0.07324 -3.09368 -0.73517 0.065
F 2.35979 0.27061 -3.79596 0.030
C 4.77532 2.17601 3.43425 -0.215
C -3.93072 -7.13621 2.68455 -0.649
C -2.64939 3.64541 -2.41741 -0.142
C -4.63940 -6.82467 1.38152 -0.642
H -1.17152 -0.61548 1.73033 -0.011
O -2.21894 3.74281 4.81448 0.250
Cl -4.37018 -5.14128 0.85250 0.488
I 1.03260 -2.81666 -4.41989 0.576
H 1.56368 -6.41592 -0.61120 0.092
F 2.60072 2.16940 4.75308 -0.008
F -1.31017 5.61603 3.67285 0.130
C -0.19429 -5.26121 -1.54707 -0.762
C -0.75591 -3.74105 -1.37141 -0.365
N -1.15213 -1.25493 0.92097 -0.250
C 0.25915 1.37244 -2.93631 -0.102
O -1.33156 3.47355 2.64644 0.229
H -0.02254 2.27638 -2.28622 0.109
F 2.01332 3.75966 -2.69075 0.089
H -2.65746 1.36249 -3.60015 0.088
F 5.23713 3.43216 3.84971 0.143
H -5.71660 -6.94675 1.50773 0.080
O -3.86289 2.23021 4.60750 0.171
Si -1.81430 -0.52774 -2.00226 0.421
Cl -1.39340 -6.51937 -0.99331 0.572
F 0.12292 3.95438 4.46934 0.097
F 3.86780 4.24400 -0.49424 0.106
F 5.90917 1.34535 3.35169 0.133
H -1.83613 2.20893 -0.78489 0.105
H -4.17745 -6.40905 3.45972 0.071
H 1.07705 -4.81369 0.21887 0.087
H -4.22639 -8.12503 3.03938 0.082
O -2.77413 1.90613 1.95008 -0.049
C 4.94236 2.33593 0.76496 -0.200
F 5.62018 1.10649 0.57782 0.124
H -3.31253 -0.06777 0.67207 -0.033
H 1.97984 -4.83305 -1.45200 0.086
Al 1.66845 0.21347 5.50605 1.129
F 1.99388 2.33927 -0.45774 0.081
H -3.16773 -2.36116 0.01826 -0.007
B -1.16177 4.22399 3.91033 -1.005
F 3.34726 0.68261 -1.15016 0.114



12
Properties=species:S:1:pos:R:3:nbo_charge:R:1 method="wB97M-V/def2-TZVPD" homo_lumo_gap_ha=0.295 largest_force_ev_per_a=4.63 lumo_ev=0.7 smiles="C=[PH3].O=CO" homo_ha=-0.270
H 0.54632 -1.54274 0.88272 0.000
H 1.74557 -0.66316 -0.63409 -0.025
C -0.83771 0.13978 -0.71904 -1.158
P 0.46004 -1.04900 -0.36332 0.837
H 0.52371 -2.23962 -1.18896 -0.054
H -0.96186 -0.08377 -1.84788 0.208
C 0.52882 1.79232 0.97827 0.718
O 1.04977 0.74945 1.23970 -0.680
H -0.73083 2.07369 2.54147 0.519
H 1.12023 2.50341 0.27127 0.125
H -1.60494 -0.14378 -0.06615 0.201
O -0.44687 2.33143 1.59234 -0.690



87
Properties=species:S:1:pos:R:3:mulliken_spin:R:1 method="wB97M-V/def2-TZVPD" homo_lumo_gap_ha="0.293 / 0.143" charge=+1 largest_force_ev_per_a=6.51 lumo_ev="-2.1 / -6.7" multiplicity=3 homo_ha="-0.370 / -0.391" s2=2.03
N 0.90764 2.56610 -0.49848 -0.005
H -1.64919 -2.61667 3.99950 0.000
H -4.96797 2.65219 0.37303 0.000
Si -3.93579 0.80706 -0.96282 0.034
Sb -2.38848 -0.66587 0.73237 0.416
C 1.42716 3.15993 -1.53767 0.003
H 2.06072 0.06306 -1.42273 0.001
C -2.66800 1.95832 -1.76039 0.003
C -1.41006 -4.05734 0.90587 0.010
H 6.66623 -0.39322 2.50608 0.000
H -4.20529 -3.20160 2.86711 0.000
H -3.64846 -0.95825 -2.59896 -0.003
H -1.66552 -5.11993 0.70834 0.000
C -5.31336 1.76199 -0.10898 0.002
Au 0.24704 0.18915 1.13779 0.154
H 7.53158 4.84104 -0.38511 0.000
C 1.09954 5.23792 -0.47301 0.001
H -3.36223 1.55297 3.88947 0.000
H 2.61200 -0.76673 0.89728 -0.011
H -1.88946 -2.47603 -2.75607 -0.001
C 2.12849 -1.41282 -2.93581 0.002
O 3.01509 -4.40614 -4.86491 0.447
H 1.76654 2.52633 -2.35244 0.000
C 2.05331 -3.20291 -0.84631 -0.011
C 0.53252 4.66879 0.58433 -0.011
H -4.29845 -4.36932 0.61222 0.001
C 6.06561 0.22879 1.80016 0.001
H -0.48944 -2.96240 -1.77189 0.004
H 1.87049 5.04284 -2.41047 0.000
C 0.03035 5.52164 1.73472 -0.001
H 2.12882 -3.95703 -0.05658 0.000
C 4.80422 -0.17110 1.51983 0.003
N 1.81631 -1.32965 0.68483 0.020
H 2.19769 -4.77965 -2.35448 -0.002
Si -3.26354 -0.93520 3.20248 0.011
H 6.93207 4.14435 1.08560 0.000
H 1.25405 6.34399 -0.52530 0.000
C -4.69759 -2.19836 3.04562 0.023
H -4.91750 0.02192 -3.07932 0.001
H 7.58963 1.70834 1.41314 0.000
C -1.55875 -3.14061 -1.98681 0.003
H -0.30938 -4.01230 0.85793 -0.005
O 6.18034 3.09302 -1.74778 0.000
H -4.18833 -4.62651 -1.07768 0.003
C -4.46717 -0.46063 -2.21511 0.014
H -4.42508 0.52167 4.79058 0.000
C 5.76667 2.01480 0.30593 0.002
F 0.27778 4.90199 2.88724 0.002
S 1.95885 -3.39867 -4.97353 -0.131
H -3.17193 2.53776 -2.57235 -0.001
H -0.90106 -1.05783 3.90962 0.000
H -1.90084 -1.38451 5.27488 -0.001
H -1.55066 -4.20043 -2.18880 -0.001
H -5.28723 -2.20125 3.98565 0.003
N 3.96986 0.50100 0.73446 0.004
C 6.60504 1.33011 1.18057 0.000
C 1.99344 -2.76457 -3.21026 -0.001
H -5.19640 -1.18867 -1.82151 -0.001
H -5.88032 1.13138 0.56102 0.001
F 0.66004 6.71005 1.77941 0.001
H -2.21127 2.60021 -1.01529 0.000
O 2.42034 -2.29437 -5.70940 0.384
C -4.17236 -3.80030 -0.34349 0.033
C 1.95937 -1.87001 -0.62213 -0.016
H 3.79198 2.10155 -0.51985 0.001
H -1.93470 1.31143 -2.24384 0.002
H -5.45644 -1.98861 2.25428 -0.001
H 2.16714 -0.69891 -3.72834 0.000
H -4.82698 0.90640 3.09641 0.000
C 0.47066 3.26415 0.51966 0.034
C -4.01490 0.71527 3.76992 0.000
O 0.55981 -3.75771 -5.21109 0.299
C -1.81402 -1.53786 4.18862 0.000
H 4.37387 -1.02369 2.10823 -0.001
C 6.29119 3.14387 -0.54795 0.000
H 1.67850 -2.09201 1.28176 0.006
C 2.11199 -0.95516 -1.65940 0.006
S -0.39655 2.36082 1.83070 0.248
H -5.99932 2.09166 -0.89839 0.001
H -1.74880 -3.83644 1.89319 0.000
C 2.06480 -3.69978 -2.18253 0.014
C 1.54001 4.50040 -1.57464 0.003
H -5.02579 -3.17778 -0.56328 -0.001
C 4.44216 1.49556 0.06901 -0.001
N 6.89142 4.18333 0.09135 0.000
F -1.27790 5.76309 1.61929 0.000
Si -2.42581 -3.02740 -0.37432 0.003



8
Properties=species:S:1:pos:R:3:nbo_charge:R:1 method="wB97M-V/def2-TZVPD" homo_lumo_gap_ha=0.305 charge=-1 largest_force_ev_per_a=3.84 lumo_ev=3.7 smiles="O=C(O)C([O-])(Cl)Cl" homo_ha=-0.170
H 1.54387 -0.13732 -0.51124 0.515
O 0.05555 -0.39371 -1.61759 -0.706
C -0.58755 -0.12039 -0.62287 0.328
O -0.04598 1.19582 1.65082 -0.610
Cl -2.26618 0.35731 -0.66675 -0.070
C 0.36133 0.57397 0.71978 0.767
O 1.60842 0.32810 0.36066 -0.702
Cl -0.66945 -1.80378 0.68718 -0.522